1.
{
  "formula": "C5H13N2PS2",
  "method": "ωB97M-V/def2-TZVPD",
  "symbols": ["C", "C", "C", "C", "C", "N", "N", "P", "S", "S", "H", "H", "H", "H", "H", "H", "H", "H", "H", "H", "H", "H", "H"],
  "coordinates": [[-0.39, -0.43, 0.63], [0.48, -0.88, -0.65], [-1.13, 1.67, -0.36], [-3.80, -0.67, 0.66], [4.32, -1.06, -0.08], [-1.46, 0.45, 0.16], [1.77, -1.21, -0.34], [0.38, 2.57, 0.01], [-2.72, -0.28, -0.70], [2.85, -0.03, 0.08], [-0.71, -1.25, 1.21], [0.24, 0.12, 1.32], [-0.02, -1.76, -1.07], [0.35, 0.17, -1.18], [-1.84, 2.10, -1.20], [-4.43, 0.16, 0.97], [-3.30, -1.10, 1.46], [-4.61, -1.43, 0.40], [4.08, -1.75, -0.88], [4.56, -1.73, 0.84], [5.25, -0.42, -0.20], [-0.47, 3.85, 0.24], [0.61, 2.92, -1.31]],
  "orbital_gap_ev": [8.2, 6.3],
  "charge": 0,
  "homo_ev": [-7.682, -6.579],
  "largest_force_ev_per_a": 3.4,
  "relative_energy_kcal_mol": 36.0
}


2.
{
  "formula": "C20H20N4O3Os",
  "method": "ωB97M-V/def2-TZVPD",
  "symbols": ["Os", "O", "C", "C", "C", "C", "C", "C", "C", "O", "N", "N", "C", "C", "C", "C", "C", "C", "C", "O", "H", "H", "H", "H", "H", "H", "H", "H", "H", "H", "N", "C", "N", "C", "C", "C", "C", "C", "H", "H", "H", "H", "H", "H", "H", "H", "H", "H"],
  "coordinates": [[0.71, -0.18, 1.13], [4.10, 3.33, -0.96], [3.09, 4.14, -0.60], [3.18, 5.52, -0.70], [2.13, 6.32, -0.30], [0.96, 5.76, 0.23], [0.86, 4.40, 0.36], [1.91, 3.56, -0.06], [1.74, 2.14, 0.06], [0.75, 1.71, 0.89], [2.44, 1.24, -0.60], [1.99, 0.01, -0.27], [2.60, -1.00, -0.96], [2.24, -2.32, -0.88], [2.95, -3.24, -1.72], [2.60, -4.55, -1.76], [1.52, -5.00, -0.96], [0.81, -4.16, -0.14], [1.16, -2.82, -0.06], [0.47, -2.05, 0.77], [4.84, 3.86, -1.29], [4.08, 5.97, -1.10], [2.22, 7.39, -0.39], [0.14, 6.40, 0.53], [-0.04, 3.95, 0.76], [3.40, -0.68, -1.62], [3.76, -2.87, -2.34], [3.12, -5.25, -2.40], [1.24, -6.05, -1.00], [-0.01, -4.51, 0.46], [-0.39, -0.25, 2.78], [-0.60, -0.24, 3.94], [-0.82, -0.24, 5.18], [-0.89, -1.50, 5.98], [0.35, -1.60, 6.86], [0.55, -0.34, 7.69], [0.59, 0.91, 6.81], [-0.69, 1.01, 5.99], [-1.01, -2.33, 5.29], [-1.80, -1.42, 6.58], [1.22, -1.80, 6.24], [0.21, -2.47, 7.51], [1.48, -0.42, 8.26], [-0.26, -0.24, 8.42], [1.45, 0.86, 6.12], [0.70, 1.81, 7.40], [-0.71, 1.87, 5.32], [-1.56, 1.05, 6.63]],
  "orbital_gap_ev": [4.5, 4.6],
  "charge": 2,
  "homo_ev": [-13.848, -13.854],
  "largest_force_ev_per_a": 0.5
}


3.
{
  "formula": "C12H33ClFeN3O3",
  "method": "ωB97M-V/def2-TZVPD",
  "symbols": ["Fe", "Cl", "C", "C", "C", "O", "C", "N", "H", "H", "H", "H", "H", "H", "H", "H", "H", "H", "H", "C", "C", "C", "O", "C", "N", "H", "H", "H", "H", "H", "H", "H", "H", "H", "H", "H", "C", "C", "C", "O", "C", "N", "H", "H", "H", "H", "H", "H", "H", "H", "H", "H", "H"],
  "coordinates": [[1.59, 1.29, 4.78], [0.69, 0.56, 2.74], [2.82, -1.55, -1.62], [2.72, -1.31, -0.13], [3.84, -2.00, 0.65], [3.81, -3.39, 0.59], [2.76, -4.01, 1.30], [2.88, 0.14, 0.12], [1.96, -1.08, -2.10], [2.90, -2.61, -1.87], [3.69, -1.06, -2.07], [1.74, -1.62, 0.25], [3.88, -1.62, 1.68], [4.80, -1.68, 0.24], [1.78, -3.58, 1.06], [2.90, -4.00, 2.38], [2.77, -5.05, 0.99], [2.59, 0.31, 1.08], [2.27, 0.70, -0.47], [-1.89, -1.45, -1.96], [-1.86, -1.20, -0.46], [-1.23, -2.39, 0.29], [-2.12, -3.47, 0.20], [-1.61, -4.64, 0.83], [-1.15, 0.05, -0.19], [-2.49, -2.33, -2.21], [-0.89, -1.61, -2.35], [-2.41, -0.68, -2.53], [-2.85, -1.18, -0.01], [-1.04, -2.08, 1.33], [-0.27, -2.65, -0.17], [-1.75, -4.58, 1.91], [-0.57, -4.83, 0.57], [-2.15, -5.48, 0.40], [-1.56, 0.53, 0.61], [-0.17, -0.06, 0.07], [-2.60, 3.83, 1.11], [-1.39, 3.65, 0.17], [-1.02, 4.98, -0.56], [-1.92, 5.28, -1.55], [-1.81, 4.48, -2.72], [-0.31, 3.20, 0.98], [-3.46, 4.14, 0.51], [-2.43, 4.60, 1.86], [-2.88, 2.89, 1.58], [-1.66, 2.91, -0.59], [0.00, 4.91, -0.96], [-1.01, 5.77, 0.19], [-2.46, 4.88, -3.50], [-2.02, 3.44, -2.49], [-0.79, 4.50, -3.12], [-0.13, 3.88, 1.73], [-0.46, 2.29, 1.44]],
  "s_squared": 20.01,
  "orbital_gap_ev": [5.2, 3.4],
  "charge": 1,
  "spin_multiplicity": 9,
  "homo_ev": [-8.403, -11.693],
  "largest_force_ev_per_a": 2.8,
  "relative_energy_kcal_mol": 53.8
}